# 1
# C25H61Br3O16P4

A molecular structure, C25H61Br3O16P4 at a distorted geometry (ωB97M-V with the def2-TZVPD basis set, OMol25).

Summary:
LUMO ... -0.55 eV
Spin multiplicity ... 1
Frontier orbital gap ... 9.82 eV
HOMO energy ... -10.367 eV
Total charge ... 0

CARTESIAN COORDINATES (ANGSTROEM)
1 C 2.67660 4.16163 0.36402
2 Br 3.62843 2.73300 1.36923
3 Br 1.86866 5.36449 1.74181
4 Br 1.36018 3.35599 -0.88335
5 H 3.34293 4.76758 -0.24993
6 C -9.47125 -2.57660 1.95761
7 C -8.19989 -1.76243 1.93928
8 O -8.15906 -0.91550 0.81855
9 P -8.87775 0.53394 0.71775
10 O -10.21462 0.64016 1.36482
11 O -7.82157 1.57826 1.33412
12 C -6.50174 1.69888 0.79247
13 C -5.54838 1.42748 1.96651
14 O -8.84957 0.87766 -0.87815
15 C -9.70331 0.25585 -1.85660
16 C -9.86754 -1.21456 -1.57421
17 H -10.25910 -1.83898 1.80492
18 H -9.50839 -3.20285 1.06625
19 H -9.75719 -3.06100 2.89126
20 H -7.97900 -1.26063 2.88136
21 H -7.42880 -2.51862 1.79198
22 H -6.26401 1.00082 -0.01021
23 H -6.32462 2.68886 0.37214
24 H -4.57588 1.91201 1.87956
25 H -5.99487 1.79421 2.89077
26 H -5.40995 0.35394 1.83824
27 H -10.63021 0.82119 -1.95336
28 H -9.19295 0.36664 -2.81334
29 H -8.91615 -1.74255 -1.50968
30 H -10.48683 -1.40238 -0.69711
31 H -10.35194 -1.76582 -2.38016
32 C 4.33544 -9.77100 0.36696
33 C 3.98873 -9.65520 -1.05742
34 O 3.88117 -8.27730 -1.56844
35 P 5.08586 -7.53612 -2.36459
36 O 5.35451 -8.20668 -3.66138
37 O 6.37774 -7.48357 -1.34599
38 C 7.70173 -7.17722 -1.81904
39 C 7.77221 -5.67253 -2.21540
40 O 4.54405 -6.02363 -2.48322
41 C 4.48584 -5.27731 -1.29267
42 C 3.23008 -4.43938 -1.34219
43 H 5.41043 -9.61323 0.45421
44 H 3.74388 -9.07774 0.96492
45 H 4.03552 -10.76848 0.68814
46 H 4.69893 -10.31442 -1.55657
47 H 2.99975 -10.08112 -1.22663
48 H 8.38571 -7.19788 -0.97061
49 H 8.01092 -7.80448 -2.65513
50 H 7.02050 -5.22466 -2.86537
51 H 7.75472 -5.18427 -1.24104
52 H 8.75217 -5.42779 -2.62513
53 H 4.46819 -6.00756 -0.48364
54 H 5.27692 -4.54473 -1.13261
55 H 2.32232 -4.89288 -1.74021
56 H 3.09633 -3.89867 -0.40526
57 H 3.41178 -3.62419 -2.04258
58 C -2.87573 5.71316 9.17095
59 C -4.24903 6.11217 9.78031
60 O -5.25475 5.27723 9.23185
61 P -6.17186 4.40963 10.23731
62 O -7.05575 5.08839 11.17883
63 O -5.08724 3.45531 11.00927
64 C -5.40801 2.82853 12.26990
65 C -4.22147 2.06484 12.77053
66 O -6.88471 3.34857 9.27220
67 C -7.94152 3.75571 8.49572
68 C -8.87965 2.54386 8.46082
69 H -2.76372 5.94210 8.11117
70 H -2.11820 6.26610 9.72638
71 H -2.63487 4.68186 9.42883
72 H -4.08079 6.03791 10.85469
73 H -4.60999 7.09869 9.48947
74 H -5.72753 3.54393 13.02767
75 H -6.26432 2.18631 12.06400
76 H -3.95862 1.24206 12.10567
77 H -3.29334 2.63375 12.82544
78 H -4.58636 1.61466 13.69374
79 H -8.39597 4.69019 8.82484
80 H -7.61589 3.91202 7.46730
81 H -9.06200 2.16191 9.46529
82 H -9.87310 2.83224 8.11732
83 H -8.50918 1.67235 7.92109
84 C 6.77853 1.35484 -6.28413
85 C 7.52564 2.03586 -7.42148
86 O 6.73250 1.98969 -8.55122
87 P 7.23663 2.60811 -9.99356
88 O 6.26553 2.37714 -11.08767
89 O 7.47682 4.17230 -9.54309
90 C 7.65031 5.17740 -10.54233
91 C 8.93179 5.94777 -10.36627
92 O 8.73116 2.04229 -10.15864
93 C 8.99358 0.82618 -10.89501
94 C 10.47047 0.53887 -10.91896
95 H 7.41636 1.39259 -5.40104
96 H 5.91584 1.98543 -6.06907
97 H 6.59097 0.28966 -6.41935
98 H 7.77046 3.08312 -7.24428
99 H 8.47903 1.54384 -7.61397
100 H 7.70360 4.79094 -11.56013
101 H 6.78049 5.82968 -10.46458
102 H 9.82511 5.33088 -10.26868
103 H 9.11208 6.76847 -11.06058
104 H 8.88609 6.47605 -9.41394
105 H 8.49051 -0.04018 -10.46556
106 H 8.59116 0.98672 -11.89520
107 H 10.77452 0.18020 -9.93559
108 H 10.66348 -0.16961 -11.72449
109 H 11.00327 1.47965 -11.05743

---

# 2
# C25H61Cl2N7O4P3S

3 unconnected molecules or ions with the total composition C25H61Cl2N7O4P3S at a distorted geometry (ωB97M-V with the def2-TZVPD basis set, OMol25).

Summary:
LUMO ... 1.00 eV
Spin multiplicity ... 1
Frontier orbital gap ... 5.36 eV
HOMO energy ... -4.364 eV
Total charge ... -1

CARTESIAN COORDINATES (ANGSTROEM)
1 C 6.09344 3.01189 -0.84764
2 C 4.89698 2.49449 -1.69513
3 C 3.54187 2.94469 -1.03791
4 C 2.37244 2.29391 -1.80838
5 C 0.94120 2.60162 -1.19865
6 C 0.85830 4.08033 -0.72285
7 P -0.92613 4.75927 -0.39919
8 C -1.50875 3.11447 0.43399
9 C -2.31550 2.13451 -0.45182
10 C -3.78163 2.56438 -0.68703
11 O -4.38974 3.21117 0.07189
12 O -4.33259 2.08025 -1.85120
13 N -1.54085 4.25735 -2.07847
14 C -0.96157 4.57277 -3.03602
15 S -0.01078 4.93258 -4.29202
16 C -0.44344 6.57819 -0.93128
17 Cl 0.22704 7.44550 0.57761
18 C -1.52748 7.55382 -1.46984
19 C -2.93511 7.06650 -1.84718
20 Cl -0.84567 8.34060 -3.01564
21 H 6.22275 4.10097 -0.98761
22 H 5.82923 2.88732 0.21970
23 H 7.02050 2.48337 -1.12116
24 H 4.92626 3.03022 -2.66243
25 H 4.84108 1.39073 -1.80374
26 H 3.53667 4.04771 -1.11903
27 H 3.53450 2.70801 0.04523
28 H 2.42042 2.61531 -2.86656
29 H 2.50983 1.19204 -1.78633
30 H 0.24560 2.38239 -2.02875
31 H 0.83836 1.86573 -0.38004
32 H 1.43837 4.68533 -1.44280
33 H 1.41105 4.13358 0.23489
34 H -2.21176 5.29226 0.01860
35 H -0.45165 5.10307 0.93045
36 H -2.21915 3.43018 1.22753
37 H -0.69735 2.62609 1.00772
38 H -2.43545 1.20238 0.16008
39 H -1.81697 1.79101 -1.37168
40 H -3.71158 1.41621 -2.18901
41 H 0.44073 6.63853 -1.58417
42 H -1.65503 8.41660 -0.80082
43 H -2.99587 6.27802 -2.60539
44 H -3.47495 6.81072 -0.91745
45 H -3.48478 7.93723 -2.25950
46 O 4.20421 -1.30728 -1.59747
47 P 4.00049 -2.56914 -0.77864
48 N 4.32868 -1.86202 0.76039
49 C 4.81762 -2.56455 1.93051
50 C 3.32790 -0.87960 1.18648
51 N 5.43250 -3.35971 -1.38438
52 C 6.72494 -3.10576 -0.76934
53 C 5.57063 -3.28018 -2.83745
54 N 3.47793 -4.09260 -0.01995
55 C 4.02219 -5.39366 -0.40864
56 C 1.99993 -4.18888 -0.08140
57 H 4.02417 -3.11816 2.45167
58 H 5.24165 -1.84761 2.63768
59 H 5.61196 -3.26931 1.70002
60 H 2.42332 -1.36962 1.57127
61 H 3.03204 -0.23402 0.35788
62 H 3.72697 -0.22840 1.96703
63 H 6.91963 -2.03627 -0.62570
64 H 7.53074 -3.52168 -1.37860
65 H 6.81123 -3.61976 0.19049
66 H 5.98633 -2.31983 -3.16213
67 H 4.60202 -3.40835 -3.32711
68 H 6.22239 -4.08057 -3.20027
69 H 3.91299 -5.59548 -1.47744
70 H 3.50451 -6.18762 0.13982
71 H 5.07001 -5.48248 -0.13106
72 H 1.65150 -4.36557 -1.10397
73 H 1.54092 -3.26041 0.27203
74 H 1.63113 -4.99104 0.56024
75 O -2.95713 -1.81367 2.38047
76 P -4.18020 -2.71430 2.43380
77 N -3.60655 -3.89186 1.30461
78 C -4.43429 -4.75580 0.48589
79 C -2.45853 -4.65925 1.78211
80 N -5.22976 -1.57783 1.64013
81 C -5.27689 -1.51271 0.18721
82 C -5.13308 -0.21706 2.17445
83 N -5.58715 -3.72836 2.84006
84 C -6.95913 -3.22036 2.80571
85 C -5.37548 -4.35435 4.16565
86 H -4.83121 -5.61403 1.04649
87 H -3.84492 -5.14717 -0.34721
88 H -5.27815 -4.23538 0.04208
89 H -2.76498 -5.44379 2.48909
90 H -1.73911 -4.01441 2.28890
91 H -1.92996 -5.13144 0.95014
92 H -4.27846 -1.47750 -0.26498
93 H -5.83205 -0.63198 -0.14166
94 H -5.83058 -2.35923 -0.22654
95 H -4.27271 0.32362 1.76729
96 H -5.03659 -0.23265 3.26345
97 H -6.03776 0.35012 1.94249
98 H -7.09784 -2.33530 3.43150
99 H -7.64736 -3.99581 3.15906
100 H -7.27106 -2.99417 1.78899
101 H -5.44271 -3.61784 4.97279
102 H -4.38432 -4.81615 4.21651
103 H -6.10540 -5.14507 4.34860

---

What is the spin multiplicity in the second record?
1